3 unconnected molecules or ions with the total composition C19H33N2O9 in a non-equilibrium geometry. Source: the Open Molecules 2025 dataset; level of theory: wB97M-V/def2-TZVPD.

Values from the calculation:
**Orbital gap**: 7.989 eV
**Net charge**: +1
**Molar mass**: 433.48 g/mol
**Multiplicity**: 1
**Total energy**: -41638.407 eV

Element x y z (Å)
C: -7.28625 -0.92029 -1.05372
C: -7.69712 0.12150 -0.00938
C: -6.61758 0.26014 1.06190
O: -6.02988 1.61053 0.96262
C: -4.70998 1.67961 1.10927
C: -3.87239 1.95796 0.04517
C: -2.50948 2.05802 0.29538
N: -2.04595 1.87071 1.52626
C: -0.59083 2.00542 1.81120
C: 0.30424 1.25084 0.85584
C: 0.16430 -0.27939 0.98909
C: -0.61886 -0.95442 -0.09536
O: -1.45724 -1.76102 0.13309
O: -0.24638 -0.63354 -1.35730
C: -1.30523 -0.10483 -2.17811
C: -1.38559 -0.84177 -3.49840
N: -2.80619 1.59588 2.57234
C: -4.09959 1.49938 2.36834
H: -7.03242 -1.84583 -0.54510
H: -6.39591 -0.57154 -1.57351
H: -8.08526 -1.11990 -1.75675
H: -7.88833 1.08841 -0.45932
H: -8.60273 -0.22571 0.48087
H: -7.03051 0.13194 2.05642
H: -5.82061 -0.45736 0.88391
H: -4.26308 2.09360 -0.94962
H: -1.84656 2.29604 -0.51704
H: -0.43442 1.64819 2.82012
H: -0.37104 3.06950 1.80759
H: 0.19820 1.52952 -0.18988
H: 1.32035 1.52329 1.12311
H: 1.17006 -0.69547 0.91435
H: -0.21597 -0.57472 1.95957
H: -1.07862 0.94607 -2.36336
H: -2.26494 -0.19084 -1.67396
H: -1.91251 -1.78101 -3.37615
H: -1.92037 -0.21374 -4.20412
H: -0.38781 -1.04151 -3.87401
H: -4.72323 1.28566 3.22304
C: 6.13254 1.08329 -2.68455
O: 5.54971 -0.12491 -2.18262
C: 4.31728 -0.36249 -2.62111
O: 3.68069 0.33791 -3.36420
O: 3.89319 -1.50403 -2.07645
C: 2.55824 -1.85998 -2.44369
H: 7.12357 1.14773 -2.24634
H: 6.21591 1.04638 -3.76836
H: 5.54485 1.94665 -2.38050
H: 2.47893 -2.01074 -3.51903
H: 1.86481 -1.09490 -2.11700
H: 2.33121 -2.79304 -1.93451
C: 5.47211 -0.47806 4.89271
O: 5.70800 -1.51040 3.93442
C: 5.71317 -1.09735 2.66730
O: 5.52620 0.03436 2.29646
O: 5.94947 -2.14693 1.88962
C: 6.00904 -1.84724 0.48929
H: 5.49649 -0.95512 5.86773
H: 6.25014 0.28065 4.84045
H: 4.49579 -0.02272 4.73541
H: 6.82316 -1.15801 0.27783
H: 5.06790 -1.43295 0.14418
H: 6.19333 -2.78740 -0.02144

Computed Mulliken charges, given in elementary charges: -1.2588 -0.3562 -0.4904 -0.4240 0.4231 -0.4619 -0.2652 0.8576 -0.8717 -0.6105 -0.5348 0.4528 -0.5654 -0.2346 -0.0228 -1.3975 -0.9818 -0.2312 0.3636 0.2891 0.3716 0.3055 0.3255 0.3090 0.4599 0.5411 0.5790 0.4472 0.3204 0.3372 0.4484 0.4006 0.3692 0.1863 0.3642 0.3290 0.4305 0.2765 0.4660 -0.6880 -0.2372 0.7145 -0.5575 -0.2915 -0.5126 0.2224 0.2984 0.3111 0.3431 0.0893 0.3574 -0.6087 -0.3351 0.8161 -0.5684 -0.3529 -0.4347 0.2191 0.2947 0.2667 0.2859 0.1180 0.3041